Entry 1
Below is one molecule with the formula C3H6N4O, with properties calculated with ωB97M-V/def2-TZVPD.

Bonds (Å) are listed after each position.
Element x y z (Å)
1 C 0.43580 0.86555 0.03620  C2 1.481, N5 1.286, H9 1.048
2 C -1.01126 0.55254 0.03061  C1 1.481, C3 1.439, N6 1.377
3 C -1.07851 -0.88440 0.07161  C2 1.439, N4 1.402, O8 1.210
4 N 0.24750 -1.32347 0.19350  C3 1.402, N5 1.348, H10 0.948
5 N 1.06321 -0.25583 0.07986  C1 1.286, N4 1.348, N7 1.464
6 N -2.05991 1.44239 -0.04487  C2 1.377, H11 0.977, H12 1.045
7 N 2.46224 -0.64415 -0.11112  N5 1.464, H13 1.015, H14 1.046
8 O -2.02440 -1.59775 -0.17508  C3 1.210
9 H 0.88765 1.78734 0.24515  C1 1.048
10 H 0.55120 -2.17099 -0.10443  N4 0.948
11 H -2.12932 2.06435 0.70532  N6 0.977
12 H -2.93232 0.86797 -0.04486  N6 1.045
13 H 3.09713 0.05053 0.26945  N7 1.015
14 H 2.49099 -0.75407 -1.15133  N7 1.046

Calculated values
E_LUMO = 0.5 eV
SMILES = Nc1cn(N)[nH]c1=O
orbital gap = 7.544 eV
HOMO = -0.259 hartree
molar mass = 114.11 g mol⁻¹

=====

Entry 2
Below is one molecule with the formula C3H6N4O, with properties calculated with ωB97M-V/def2-TZVPD.

Bonds (Å) are listed after each position.
Element x y z (Å)
1 C 2.96162 -0.32965 -1.76562  C2 1.411, O8 1.485, H9 1.070, H10 1.008
2 C 1.83185 -0.70504 -1.00875  C1 1.411, N4 1.259, O8 1.350
3 C -2.30316 1.19892 1.55946  N7 1.407, H11 1.096, H12 1.096, H13 1.167
4 N 1.09505 -0.47530 -0.01348  C2 1.259, N5 1.347
5 N -0.11536 -1.06495 0.01976  N4 1.347, N6 1.245
6 N -1.10209 -0.48157 0.50659  N5 1.245, N7 1.275, H14 1.158
7 N -1.24655 0.76442 0.73794  C3 1.407, N6 1.275
8 O 1.83467 -1.14604 -2.28487  C1 1.485, C2 1.350
9 H 2.99853 0.67185 -2.14046  C1 1.070
10 H 3.79486 -0.88797 -1.66186  C1 1.008
11 H -1.94602 0.84753 2.53404  C3 1.096
12 H -2.57604 2.21814 1.26351  C3 1.096
13 H -3.19583 0.46599 1.39572  C3 1.167
14 H -2.03153 -1.07632 0.85801  N6 1.158

Calculated values
E_LUMO (spin up / spin down) = 0.8 / 0.8 eV
orbital gap (spin up / spin down) = 8.628 / 8.628 eV
HOMO (spin up / spin down) = -0.288 / -0.288 hartree
molar mass = 114.11 g mol⁻¹

=====

entry 1 ends up most stable, edging out the next structure by 86.3 kcal/mol.

=====

Entry 1
Below is one molecule with the formula C3H6N4O, with properties calculated with ωB97M-V/def2-TZVPD.

Bonds (Å) are listed after each position.
Element x y z (Å)
1 C 0.18356 1.49128 -0.00288  C2 1.335, N4 1.442, H9 1.029
2 C -0.56179 0.38568 -0.07173  C1 1.335, N5 1.361, N6 1.470
3 C 2.02462 0.05718 0.10801  N4 1.289, O8 1.206
4 N 1.59528 1.26921 0.19175  C1 1.442, C3 1.289, H10 0.955
5 N 0.07170 -0.81053 -0.21079  C2 1.361, N7 1.347
6 N -2.02628 0.26626 -0.04111  C2 1.470, H11 0.943, H12 1.089
7 N -0.56246 -1.93847 0.16428  N5 1.347, H13 0.993, H14 0.992
8 O 2.93022 -0.72007 -0.06271  C3 1.206
9 H 0.02397 2.50637 0.04290  C1 1.029
10 H 2.19517 2.01161 0.15897  N4 0.955
11 H -2.52553 1.00480 -0.34930  N6 0.943
12 H -2.29469 -0.58914 -0.66014  N6 1.089
13 H -0.75236 -2.20184 1.10273  N7 0.993
14 H -0.30142 -2.73235 -0.36996  N7 0.992

Calculated values
E_LUMO = 0.7 eV
orbital gap = 7.819 eV
HOMO = -0.263 hartree
molar mass = 114.11 g mol⁻¹

=====

Entry 2
Below is a 2-piece molecular cluster, C3H6N4O overall, with properties calculated with ωB97M-V/def2-TZVPD.

Bonds (Å) are listed after each position.
Element x y z (Å)
1 C 0.15805 0.42047 0.69901  N3 1.376, N6 1.280, N7 1.443
2 C -0.72449 -1.65555 -0.41113  N8 1.167
3 N 0.87200 -0.06838 1.76840  C1 1.376, H10 1.009, H11 1.010
4 C 1.65468 -0.04576 -1.07368  N7 1.255, H13 1.095, H14 1.084
5 O -1.73365 1.28904 -0.23089  N6 1.416, H9 0.967
6 N -1.02371 0.86093 0.91718  C1 1.280, O5 1.416
7 N 0.90931 0.77147 -0.48153  C1 1.443, C4 1.255
8 N -1.48310 -1.39936 -1.26040  C2 1.167, H12 0.991
9 H -2.55390 1.62684 0.15290  O5 0.967
10 H 0.37636 -0.11023 2.64586  N3 1.009
11 H 1.83828 0.22000 1.82710  N3 1.010
12 H -2.23529 -1.12092 -1.84304  N8 0.991
13 H 1.76729 -1.08570 -0.75117  C4 1.095
14 H 2.17819 0.29715 -1.95860  C4 1.084

Calculated values
E_LUMO = 1.0 eV
orbital gap = 9.324 eV
HOMO = -0.307 hartree
molar mass = 114.11 g mol⁻¹

=====

Entry 3
Below is a 2-piece molecular cluster, C3H6N4O overall, with properties calculated with ωB97M-V/def2-TZVPD.

Bonds (Å) are listed after each position.
Element x y z (Å)
1 C 3.22004 0.45517 0.00303  H4 1.140, H5 1.159, N10 1.404
2 C 0.06810 0.01136 -0.00180  N11 1.306, N12 1.384, O14 1.240
3 C -3.46461 -0.07929 -0.08716  H8 1.174, H9 0.996, N13 1.315
4 H 4.30316 0.78392 -0.13169  C1 1.140
5 H 2.69278 1.43440 -0.32482  C1 1.159
6 H 0.91274 -1.97591 0.34876  no bonds
7 H -1.47173 -1.59393 0.10426  N12 1.121
8 H -3.42727 -1.14490 0.40524  C3 1.174
9 H -4.26129 0.51829 -0.08257  C3 0.996
10 N 2.47465 -0.73505 0.01821  C1 1.404, N11 1.349
11 N 1.15125 -0.67896 -0.23775  C2 1.306, N10 1.349
12 N -1.19751 -0.51144 0.19775  C2 1.384, H7 1.121, N13 1.520
13 N -2.27856 0.47461 -0.21386  C3 1.315, N12 1.520
14 O 0.15769 1.22632 0.23075  C2 1.240

Calculated values
E_LUMO = -0.1 eV
orbital gap = 9.212 eV
HOMO = -0.342 hartree
molar mass = 114.11 g mol⁻¹

=====

Entry 4
Below is one molecule with the formula C3H6N4O, with properties calculated with ωB97M-V/def2-TZVPD.

Bonds (Å) are listed after each position.
Element x y z (Å)
1 C 0.59348 0.70848 0.03173  C3 1.381, N10 1.425, N11 1.445
2 C -1.36359 -0.10759 0.02733  N11 1.358, N12 1.317, O14 1.354
3 C 0.73570 -0.66273 0.10894  C1 1.381, N13 1.333, O14 1.340
4 H 2.38294 0.94311 -0.23851  N10 1.060
5 H 1.76266 2.19971 0.68697  N10 1.136
6 H -0.96178 1.69583 -0.37141  N11 1.050
7 H -3.07294 -0.91906 -0.24277  N12 1.046
8 H 1.91982 -1.74722 -0.93401  N13 0.973
9 H 1.85418 -2.05067 0.71338  N13 1.010
10 N 1.60323 1.65854 -0.29924  C1 1.425, H4 1.060, H5 1.136
11 N -0.75674 1.04128 0.42389  C1 1.445, C2 1.358, H6 1.050
12 N -2.64178 0.03365 -0.25612  C2 1.317, H7 1.046
13 N 1.85205 -1.37534 -0.03787  C3 1.333, H8 0.973, H9 1.010
14 O -0.50946 -1.15721 0.07047  C2 1.354, C3 1.340

Calculated values
E_LUMO = 0.6 eV
SMILES = [H]/N=c1/[nH]c(N)c(N)o1
orbital gap = 8.413 eV
HOMO = -0.289 hartree
molar mass = 114.11 g mol⁻¹

=====

entry 4 ends up most stable, edging out the next structure by 28.8 kcal/mol.

=====

Entry 1
Below is one molecule with the formula C3H6N4O, with properties calculated with ωB97M-V/def2-TZVPD.

Bonds (Å) are listed after each position.
Element x y z (Å)
1 N 0.27633 0.32044 -0.03138  C2 1.349, C3 1.408, H9 1.251
2 C -0.57479 -0.72560 0.00106  N1 1.349, N6 1.482, O8 1.206
3 C 1.67936 0.19926 -0.05520  N1 1.408, N4 1.380, N7 1.269
4 N 2.28659 1.40257 -0.35020  C3 1.380, H10 1.008, H11 1.007
5 C -2.95738 -0.39345 0.02233  N6 1.262, H13 1.084, H14 1.093
6 N -1.80706 0.07029 -0.21008  C2 1.482, C5 1.262
7 N 2.36316 -0.84139 0.18983  C3 1.269, H12 1.015
8 O -0.50819 -1.85822 0.40926  C2 1.206
9 H -0.71318 1.03112 -0.31343  N1 1.251
10 H 3.27739 1.40904 -0.16644  N4 1.008
11 H 1.79882 2.24429 -0.09020  N4 1.007
12 H 1.78805 -1.65740 0.37104  N7 1.015
13 H -3.83493 0.19394 -0.22205  C5 1.084
14 H -3.07417 -1.39488 0.44547  C5 1.093

Calculated values
E_LUMO = -0.2 eV
SMILES = [H]/N=C(/N)NC(=O)N=C
orbital gap = 8.945 eV
HOMO = -0.336 hartree
molar mass = 114.11 g mol⁻¹

=====

Entry 2
Below is one molecule with the formula C3H6N4O, with properties calculated with ωB97M-V/def2-TZVPD.

Bonds (Å) are listed after each position.
Element x y z (Å)
1 C -1.38490 0.72800 0.62807  C2 1.480, O8 1.213, H9 1.093
2 C -0.27171 0.11145 -0.12805  C1 1.480, C3 1.441, N4 1.794, N6 1.452
3 C -0.66622 -0.90128 -1.07346  C2 1.441, H10 1.180, H11 1.143, H12 1.129
4 N 0.78623 1.38604 -0.81696  C2 1.794, N5 1.201
5 N 1.83436 1.20925 -0.25828  N4 1.201, N7 1.281
6 N 0.74088 -0.48490 0.72498  C2 1.452, N7 1.406, H13 1.062
7 N 1.86372 0.36078 0.70153  N5 1.281, N6 1.406, H14 1.009
8 O -2.55966 0.77027 0.32748  C1 1.213
9 H -0.92268 1.06251 1.56026  C1 1.093
10 H -1.82513 -0.85867 -1.28925  C3 1.180
11 H -0.43204 -1.91624 -0.60325  C3 1.143
12 H -0.18908 -0.95630 -2.09497  C3 1.129
13 H 0.27801 -0.38889 1.67626  N6 1.062
14 H 2.74823 -0.12201 0.64562  N7 1.009

Calculated values
E_LUMO = 0.2 eV
SMILES = C[C@]1(C=O)N=NNN1
orbital gap = 9.781 eV
HOMO = -0.353 hartree
molar mass = 114.11 g mol⁻¹

=====

Entry 3
Below is one molecule with the formula C3H6N4O, with properties calculated with ωB97M-V/def2-TZVPD.

Bonds (Å) are listed after each position.
Element x y z (Å)
1 C 0.14876 -1.44353 -0.24459  C2 1.319, H6 1.076, N11 1.465
2 C -1.13781 -1.50035 0.04089  C1 1.319, C3 1.509, H7 1.050
3 C -1.61686 -0.07178 0.13007  C2 1.509, N12 1.358, O14 1.200
4 H 1.73428 -0.34175 1.24088  N10 1.006
5 H 2.57997 0.10174 -0.16297  N10 1.041
6 H 0.82092 -2.25461 -0.46330  C1 1.076
7 H -1.67367 -2.40204 0.00390  C2 1.050
8 H 0.08527 2.18341 -1.08049  N13 1.024
9 H 0.30187 2.38678 0.49757  N13 1.014
10 N 1.72844 0.23841 0.41960  H4 1.006, H5 1.041, N11 1.407
11 N 0.59800 -0.05454 -0.36442  C1 1.465, N10 1.407, N12 1.370
12 N -0.49897 0.68637 -0.01329  C3 1.358, N11 1.370, N13 1.362
13 N -0.36841 2.03200 -0.17529  H8 1.024, H9 1.014, N12 1.362
14 O -2.70179 0.43987 0.17143  C3 1.200

Calculated values
E_LUMO = 0.6 eV
SMILES = Nn1ccc(=O)n1N
orbital gap = 9.345 eV
HOMO = -0.321 hartree
molar mass = 114.11 g mol⁻¹

=====

entry 1 ends up most stable, edging out the next structure by 32.6 kcal/mol.

=====

Entry 1
Below is a 2-piece molecular cluster, C3H9N2O2 overall, with properties calculated with ωB97M-V/def2-TZVPD.

Bonds (Å) are listed after each position.
Element x y z (Å)
1 C 1.60514 0.04218 0.06043  C3 1.453, N4 1.436, N5 1.523, O6 1.386
2 C 0.00283 -1.77114 -0.76605  C3 1.530, H8 1.054, H9 1.118, H10 1.143
3 C 0.74613 -1.08463 0.38197  C1 1.453, C2 1.530, N5 1.500, H11 1.117
4 N 2.93938 0.56044 0.17302  C1 1.436, O6 1.517, H12 0.999
5 N 0.32719 0.27593 0.85615  C1 1.523, C3 1.500, H13 1.046, H15 1.058
6 O 2.07977 0.68841 -1.07068  C1 1.386, N4 1.517
7 O -1.38822 1.91108 -0.19062  H14 0.944, H16 0.992
8 H 0.48954 -2.54155 -1.29487  C2 1.054
9 H -0.59545 -1.09678 -1.42730  C2 1.118
10 H -0.80399 -2.45520 -0.33238  C2 1.143
11 H 1.06634 -1.69111 1.26368  C3 1.117
12 H 2.93353 1.47148 0.58181  N4 0.999
13 H -0.55004 0.66443 0.43894  N5 1.046
14 H -1.75022 1.80998 -1.05683  O7 0.944
15 H 0.40851 0.22533 1.90975  N5 1.058
16 H -1.29663 2.83173 0.16753  O7 0.992

Calculated values
E_LUMO = -3.4 eV
orbital gap = 11.833 eV
HOMO = -0.560 hartree
net charge = +1
molar mass = 105.12 g mol⁻¹

=====

Entry 2
Below is a 3-piece molecular cluster, C3H9N2O2 overall, with properties calculated with ωB97M-V/def2-TZVPD.

Bonds (Å) are listed after each position.
Element x y z (Å)
1 C 2.32345 0.39572 0.00486  C2 1.374, N5 1.392, H6 1.122
2 C 2.61863 -0.39183 -1.08206  C1 1.374, N3 1.392, H7 1.095
3 N 1.46894 -0.56397 -1.84686  C2 1.392, C4 1.357, H8 0.981
4 C 0.48822 0.08284 -1.16794  N3 1.357, N5 1.369, H9 1.108
5 N 0.96081 0.67963 -0.02982  C1 1.392, C4 1.369, H10 1.007
6 H 3.03422 0.75548 0.79451  C1 1.122
7 H 3.54764 -0.86562 -1.41716  C2 1.095
8 H 1.37661 -0.94267 -2.74755  N3 0.981
9 H -0.58297 0.18434 -1.43076  C4 1.108
10 H 0.37780 1.18070 0.62017  N5 1.007
11 H -1.43458 1.35123 2.19883  O13 0.933
12 H -1.90041 0.19349 1.24926  O13 0.932
13 O -1.31792 0.90838 1.38596  H11 0.933, H12 0.932
14 H -4.13939 -0.42403 0.92197  O16 0.945
15 H -3.50820 -1.67054 1.53936  O16 0.978
16 O -3.31285 -0.87314 1.00724  H14 0.945, H15 0.978

Calculated values
E_LUMO = -3.0 eV
orbital gap = 11.103 eV
HOMO = -0.520 hartree
net charge = +1
molar mass = 105.12 g mol⁻¹

=====

Entry 3
Below is an isolated ion of composition C3H9N2O2 and charge +1, with properties calculated with ωB97M-V/def2-TZVPD.

Bonds (Å) are listed after each position.
Element x y z (Å)
1 C 0.07020 -0.39125 0.45270  C2 1.527, C3 1.539, O6 1.410, H8 1.099
2 C -0.03817 0.17701 -0.96055  C1 1.527, N4 1.310, N5 1.305
3 C 1.19238 0.32397 1.22486  C1 1.539, H9 1.085, H10 1.085, H11 1.087
4 N 0.91878 -0.06403 -1.82193  C2 1.310, H12 1.012, H13 1.010
5 N -1.09206 0.89630 -1.23207  C2 1.305, H15 1.010, H16 1.017
6 O -1.13346 -0.18514 1.15791  C1 1.410, O7 1.418
7 O -1.89892 -1.37203 1.28417  O6 1.418, H14 0.971
8 H 0.26257 -1.47045 0.37169  C1 1.099
9 H 1.96938 0.70335 0.56925  C3 1.085
10 H 1.64120 -0.34811 1.94862  C3 1.085
11 H 0.75467 1.16086 1.76256  C3 1.087
12 H 0.87297 0.29438 -2.76689  N4 1.012
13 H 1.70985 -0.64507 -1.58260  N4 1.010
14 H -2.16916 -1.38305 2.21678  O7 0.971
15 H -1.27739 1.31272 -2.13349  N5 1.010
16 H -1.78285 0.99054 -0.49101  N5 1.017

Calculated values
E_LUMO = -3.3 eV
SMILES = C[C@@H](OO)C(N)=[NH2+]
orbital gap = 11.176 eV
HOMO = -0.532 hartree
net charge = +1
molar mass = 105.12 g mol⁻¹

=====

entry 2 ends up most stable, edging out the next structure by 60.4 kcal/mol.